[1]
The following is a DFT calculation (wB97M-V/def2-TZVPD) of an isolated molecule of C6H8 in a non-equilibrium geometry.

XYZ file:
```
14
Properties=species:S:1:pos:R:3:forces:R:3
C 1.6048 -0.6585 -0.1678 -0.02 -0.02 -0.21
C 0.3448 0.0747 0.1194 -0.54 0.25 0.22
C -0.0158 1.5516 0.0249 0.06 0.41 -0.07
C -0.8692 0.4796 -0.5761 0.71 -0.60 1.18
C -1.8278 -0.6247 -0.3434 -0.55 -0.47 -0.17
C -0.9224 -0.3874 0.8187 0.33 0.23 -0.79
H 1.3874 -1.6971 -0.4133 0.03 -0.07 -0.02
H 2.2680 -0.6400 0.6974 0.01 -0.02 0.00
H 2.1209 -0.1961 -1.0080 0.10 -0.02 -0.06
H 0.5033 2.1764 -0.6946 0.08 0.03 -0.05
H -0.3071 2.0811 0.9256 -0.05 -0.01 0.11
H -1.6481 -1.4997 -0.9600 -0.07 -0.02 -0.06
H -2.8846 -0.4002 -0.2240 0.02 0.01 0.06
H -1.2983 0.1391 1.6874 -0.11 0.28 -0.14
```
Positions in Å, forces in eV/Å.

SMILES: C[C@@]12C[C@@]13C[C@H]32
HOMO energy in eV: -8.240
Electronic energy in eV: -6346.928
Orbital gap in Eh: 0.34420
2S+1: 1
E_LUMO in eV: 1.126
Total charge: 0

[2]
The following is a DFT calculation (wB97M-V/def2-TZVPD) of a structure of composition C5H11CoO4 in a non-equilibrium geometry.

XYZ file:
```
21
Properties=species:S:1:pos:R:3:forces:R:3
C 3.2064 -0.4081 1.9098 -0.02 0.05 -0.41
O 2.5118 0.5921 2.5319 0.13 -0.35 0.08
H 4.2054 -0.4280 2.3958 -0.20 -0.08 -0.09
H 2.7473 -1.3993 2.0716 0.18 0.20 0.17
H 3.3424 -0.2164 0.8304 0.11 -0.08 0.29
O -2.1607 4.2477 -0.4463 0.63 -1.20 0.57
C -1.4489 5.1666 0.2683 2.52 0.64 0.31
C 0.0456 4.3865 0.7996 -1.38 1.01 -0.40
O -0.4689 3.2398 1.3935 -0.04 -2.20 0.76
C 0.5159 1.8978 1.7290 -2.03 1.48 -0.81
C -0.3966 0.6692 1.6283 0.17 -0.06 0.97
O -1.3716 0.7890 0.6477 -0.49 1.35 -0.49
Co -1.8759 2.5101 0.2361 -0.47 -0.75 -0.39
H -1.9881 5.5172 1.1714 0.39 -0.47 -0.13
H -1.1259 6.0422 -0.3253 -0.41 -0.44 0.07
H 0.5605 5.0362 1.5243 -0.31 -0.10 -0.28
H 0.7114 4.1243 -0.0404 -0.44 0.45 -0.02
H 0.6616 2.1464 2.7933 1.36 -0.10 -1.05
H 1.1373 1.9355 0.8146 0.57 0.34 1.34
H -0.8448 0.5106 2.6313 -0.05 -0.03 -0.53
H 0.2603 -0.2033 1.4384 -0.23 0.36 0.00
```
Positions in Å, forces in eV/Å.

Expectation value of S²: 8.7716
HOMO energy (spin up / spin down) in eV: -14.192 / -13.579
Electronic energy in eV: -51166.281
Orbital gap (spin up / spin down) in Eh: 0.38970 / 0.21652
2S+1: 6
E_LUMO (spin up / spin down) in eV: -3.588 / -7.687
Total charge: +1